1.
Molecular formula: CH6N2
Method: DFT, wB97M-V/def2-TZVPD

Positions of all 9 atoms, in Å:
N: -1.54296 0.23166 -0.00613
N: -0.47064 -0.71024 -0.01952
C: 1.12226 -0.11309 0.06513
H: -1.28173 1.02476 -0.52650
H: -0.67752 -1.22487 -0.91677
H: 1.08126 0.70763 0.91329
H: 1.73100 -0.96533 0.35128
H: 1.45287 0.52392 -0.79630
H: -1.41454 0.52557 0.93552

Forces on the atoms, in the same order (eV/Å):
N 0.9 -0.8 1.2
N 2.4 -0.8 -1.9
C -3.6 1.8 0.8
H 0.2 1.4 -1.2
H 1.3 0.5 1.2
H 0.0 -2.0 -1.2
H 0.1 0.2 -0.3
H -0.3 -1.2 0.2
H -1.0 0.8 1.1

SMILES: CNN
DFT total energy in Ha: -151.11919
Energy above the lowest of the compared OMol25 structures with the same formula, charge and spin in eV: 2.171
HOMO-LUMO gap in eV: 10.159



2.
Molecular formula: CH6N2O
Method: DFT, wB97M-V/def2-TZVPD

Positions of all 10 atoms, in Å:
O: 1.96042 1.03031 0.81456
N: 3.15386 0.91370 0.73439
N: 1.05711 0.20385 0.46296
C: -1.99341 -0.38077 -0.76291
H: -2.73113 -0.91678 0.04922
H: 0.34961 0.36410 1.25489
H: -2.69965 -0.26521 -1.49207
H: 3.53245 -0.09259 0.44603
H: -1.28280 -1.15638 -1.15392
H: -1.34646 0.29977 -0.35315

Forces on the atoms, in the same order (eV/Å):
O -2.8 2.3 2.1
N 5.9 -1.8 -1.2
N -1.7 -2.5 1.0
C -0.9 -5.6 2.4
H 2.3 1.2 -1.4
H 0.5 0.3 -1.9
H -1.3 1.7 -2.2
H -1.8 1.8 0.1
H -0.8 0.2 0.4
H 0.6 2.5 0.7

DFT total energy in Ha: -226.19316
Energy above the lowest of the compared OMol25 structures with the same formula, charge and spin in eV: 7.466
HOMO-LUMO gap (spin up / spin down) in eV: 8.999 / 9.711



3.
Molecular formula: CH6N2O2
Method: DFT, wB97M-V/def2-TZVPD

Positions of all 11 atoms, in Å:
O: -0.24577 -1.83849 1.22664
O: -0.59516 1.87633 -0.34336
N: 0.41772 0.98394 -0.89476
N: 0.25818 -0.51849 0.87853
C: 0.01622 -0.37019 -0.54722
H: -0.80857 2.42974 -1.12033
H: -1.03224 -0.55037 -0.81247
H: 0.52409 -2.22988 1.68206
H: -0.40344 0.10650 1.34687
H: 0.63650 -1.07895 -1.10494
H: 1.23246 1.18986 -0.31103

Forces on the atoms, in the same order (eV/Å):
O 0.9 0.2 0.4
O 0.3 0.1 -0.8
N -0.4 0.1 0.1
N -0.7 -0.8 0.4
C 0.2 0.3 -0.1
H 0.1 -0.4 0.7
H 0.1 0.2 -0.1
H -0.6 0.2 -0.3
H 0.2 -0.1 -0.1
H 0.0 0.1 0.2
H -0.1 0.0 -0.3

SMILES: ONCNO
DFT total energy in Ha: -301.56956
Energy above the lowest of the compared OMol25 structures with the same formula, charge and spin in eV: 4.750
HOMO-LUMO gap in eV: 10.802